The following is a quantum chemistry calculation of a molecular structure, C32H31F5N4O3Ru in a non-equilibrium geometry, from the OMol25 dataset.

Results
HOMO-LUMO gap (spin up / spin down)	6.763 / 6.766	eV
E_tot	-61957.80544	eV
LUMO level (spin up / spin down)	-0.0145 / -0.0145	Ha

Last column: Mulliken charge in e.
Positions of all 76 atoms, in Å:
Ru: 1.0025 -0.3826 1.4893  -0.459
C: -0.4340 -0.3944 -4.1550  -0.808
O: -0.8077 0.4834 -3.1036  -0.226
C: -2.0583 1.0007 -3.1246  0.821
C: -2.9548 0.8655 -4.1780  -0.733
C: -4.2018 1.4735 -4.1104  -0.774
C: -4.5751 2.2063 -2.9971  -0.762
C: -3.6989 2.3099 -1.9264  -0.618
C: -2.4510 1.7104 -1.9764  0.040
N: -1.5491 1.8572 -0.8941  0.488
C: -1.0711 0.8182 -0.1529  -0.427
N: -1.5509 -0.3909 -0.4621  0.606
C: -1.1411 -1.6714 -0.0554  -0.637
C: -0.1307 -1.8941 0.8742  0.948
C: 0.1842 -3.2365 1.1478  -0.012
C: -0.4508 -4.2828 0.5091  -0.981
C: -1.4639 -4.0304 -0.4165  -0.215
C: -1.8084 -2.7273 -0.6907  0.233
O: -2.7700 -2.4051 -1.6374  -0.529
C: -4.1044 -2.5551 -1.1551  -0.899
N: -0.2096 1.0194 0.8402  1.197
C: 0.0982 2.3844 1.1793  0.219
C: 1.3950 2.8591 1.0045  -0.546
C: 1.7259 4.1649 1.3188  -0.928
C: 0.7573 5.0244 1.8161  -0.567
C: -0.5361 4.5685 1.9949  -0.636
C: -0.8743 3.2557 1.6893  0.415
O: -2.2001 2.9216 1.8058  -0.499
C: -2.5227 1.8070 2.6469  -0.642
H: 0.5701 -0.7317 -3.9145  0.033
H: -0.4233 0.1250 -5.1160  0.363
H: -1.1098 -1.2519 -4.2005  0.407
H: -2.6777 0.3053 -5.0586  0.423
H: -4.8833 1.3694 -4.9442  0.421
H: -5.5444 2.6821 -2.9509  0.408
H: -3.9750 2.8529 -1.0307  0.499
H: -1.4929 2.7672 -0.4673  0.481
H: -2.2112 -0.4212 -1.2281  0.264
H: 0.9567 -3.4579 1.8765  0.496
H: -0.1696 -5.3041 0.7290  0.415
H: -1.9741 -4.8344 -0.9308  0.513
H: -4.3174 -3.6014 -0.9271  0.379
H: -4.7665 -2.2090 -1.9458  0.281
H: -4.2594 -1.9554 -0.2535  0.264
H: 2.1420 2.1739 0.6280  0.245
H: 2.7422 4.5056 1.1768  0.466
H: 1.0086 6.0449 2.0720  0.398
H: -1.3158 5.2100 2.3827  0.469
H: -3.4699 2.0453 3.1269  0.368
H: -1.7519 1.6619 3.4017  0.246
H: -2.6324 0.8931 2.0621  0.139
F: 1.7123 -1.0311 4.1913  -0.323
C: 0.6137 -0.4787 3.5564  0.618
F: 0.4596 0.7779 4.1218  -0.351
C: -0.5627 -1.2912 4.1276  0.321
F: -0.7202 -1.0965 5.4448  -0.295
F: -1.7215 -0.9477 3.5344  -0.172
F: -0.3837 -2.6023 3.9408  -0.250
C: 4.4503 -1.0221 2.6221  -1.074
C: 4.6763 -1.1453 1.1498  1.166
C: 5.8819 -1.6129 0.6450  -0.920
C: 6.0980 -1.7245 -0.7203  -0.837
C: 5.0931 -1.3700 -1.6083  -0.915
C: 3.8717 -0.9035 -1.1490  0.764
C: 2.7683 -0.5307 -2.0963  -0.795
C: 3.6725 -0.7768 0.2397  -0.169
N: 2.5013 -0.1648 0.6409  -0.416
H: 5.3450 -1.3011 3.1767  0.399
H: 3.6358 -1.6612 2.9573  0.122
H: 4.1716 0.0002 2.8921  0.219
H: 6.6648 -1.8942 1.3388  0.364
H: 7.0461 -2.0910 -1.0915  0.380
H: 5.2556 -1.4624 -2.6758  0.366
H: 3.0663 -0.7239 -3.1269  0.451
H: 2.5000 0.5244 -2.0033  0.283
H: 1.8608 -1.0998 -1.8760  0.019


The following is a quantum chemistry calculation of a molecular structure, C32H31N4O5S2Ti in a non-equilibrium geometry, from the OMol25 dataset.

Results
ΔE to the lowest compared entry with this formula, charge and spin	0.0	kcal/mol
HOMO-LUMO gap (spin up / spin down)	7.280 / 7.827	eV
E_tot	-94669.25740	eV
2S+1	2
LUMO level (spin up / spin down)	-0.0036 / -0.0036	Ha

Last column: Mulliken charge in e.
Positions of all 75 atoms, in Å:
Ti: -1.0075 -0.2843 0.2958  -0.024
C: -0.5981 3.1127 3.2575  -1.349
C: -1.1163 1.9392 2.5155  0.582
N: -0.4173 1.3820 1.5708  0.577
N: 0.7593 1.9970 1.2854  -0.312
C: 1.6828 1.1900 1.0184  0.353
S: 1.6400 -0.5356 0.9039  -0.648
S: 3.3176 1.9005 0.7696  -0.077
C: 3.0050 3.7140 0.6376  -0.966
C: 2.8247 4.1723 -0.7545  0.433
C: 3.9110 4.5954 -1.4947  -0.716
C: 3.6728 5.0414 -2.7856  -0.423
C: 2.4228 5.0774 -3.3421  -0.522
C: 1.3501 4.6525 -2.6289  -0.407
C: 1.5474 4.1267 -1.3555  -0.200
C: -2.4025 1.3314 2.8575  0.340
C: -3.0335 1.7124 4.0951  -1.041
C: -4.2976 1.2881 4.4290  -0.702
C: -5.0589 0.5193 3.5296  -0.444
C: -4.5288 0.2115 2.2995  -0.651
C: -3.1815 0.5699 1.9548  0.906
O: -2.7328 0.3278 0.7594  -0.542
H: -1.2176 3.3208 4.1360  0.312
H: 0.4424 3.0434 3.5972  0.320
H: -0.6499 4.0373 2.7169  0.299
H: 2.2580 4.0448 1.3660  0.268
H: 3.9111 4.1423 1.0283  0.601
H: 4.8439 4.5954 -1.0600  0.567
H: 4.5413 5.4178 -3.3536  0.329
H: 2.2295 5.5569 -4.2900  0.422
H: 0.3100 4.6944 -3.0357  0.363
H: 0.6634 3.7203 -0.8571  0.366
H: -2.5294 2.2724 4.8404  0.344
H: -4.6930 1.6796 5.4013  0.306
H: -6.0964 0.2268 3.7740  0.363
H: -5.0641 -0.4167 1.5690  0.382
O: -1.0953 -1.6684 1.9833  -0.623
C: -0.9001 -2.6596 1.2095  0.811
O: -0.9194 -2.4109 -0.0733  -0.580
C: -0.8465 -4.0511 1.7716  0.313
C: -0.3081 -4.1058 3.0773  -0.764
C: -0.1313 -5.3529 3.6482  -0.634
C: -0.5178 -6.5156 2.9745  -0.438
C: -1.0954 -6.3938 1.7343  0.081
C: -1.2422 -5.2090 1.0701  -0.344
N: -1.5290 -7.6481 1.0259  1.060
O: -1.5121 -8.7037 1.6080  -0.628
O: -1.9298 -7.5258 -0.0806  -0.615
H: -0.0717 -3.1995 3.5839  0.532
H: 0.2939 -5.4466 4.6234  0.424
H: -0.3130 -7.4721 3.5025  0.392
H: -1.6217 -5.1777 0.0948  0.716
C: 2.1196 -1.6790 -2.5329  -0.909
N: 2.2788 -0.2443 -2.2110  1.021
C: 3.6671 0.1812 -2.2050  -0.883
C: 1.3200 0.6523 -2.9149  0.321
C: -0.0409 -0.0431 -3.0008  0.874
C: -0.4008 -0.2725 -4.3339  -0.579
C: -1.6406 -0.7837 -4.6448  -0.653
C: -2.5703 -0.9521 -3.5910  -0.817
C: -2.1746 -0.6986 -2.2890  0.081
C: -0.9150 -0.2485 -1.8967  0.067
H: 2.8845 -2.1496 -1.9339  0.328
H: 2.0603 -1.9279 -3.5194  0.446
H: 1.1832 -2.0164 -2.0882  0.293
H: 1.9912 -0.2666 -1.1918  -0.905
H: 4.1127 -0.1463 -3.1317  0.448
H: 4.1693 -0.3038 -1.3711  0.387
H: 3.8525 1.2526 -2.2006  0.155
H: 1.7374 0.7792 -3.9380  0.525
H: 1.3548 1.6275 -2.3982  -0.651
H: 0.3185 -0.1428 -5.1411  0.331
H: -1.8035 -1.1996 -5.6676  0.293
H: -3.6097 -1.2727 -3.7163  0.392
H: -2.8631 -0.9816 -1.4859  0.323


The following is a quantum chemistry calculation of C32H31NO2 in the gas phase in a non-equilibrium geometry, from the OMol25 dataset.

Results
SMILES	CC(C)(C)OC(=O)[C@@H](N=C(c1ccccc1)c1ccccc1)C(c1ccccc1)c1ccccc1
ΔE to the lowest compared entry with this formula, charge and spin	0.0	kcal/mol
HOMO-LUMO gap	8.630	eV
E_tot	-39272.28585	eV
LUMO level	0.0059	Ha

Last column: natural (NBO) charge in e.
Positions of all 66 atoms, in Å:
C: 1.9000 -4.6939 -0.3437  -0.641
C: 0.6385 -4.0839 -0.9086  0.257
C: 0.8047 -3.6619 -2.3547  -0.641
C: -0.4443 -5.1470 -0.8233  -0.615
O: 0.1753 -2.9475 -0.1083  -0.532
C: 0.9515 -1.8330 -0.0212  0.826
O: 2.1489 -1.7898 -0.2129  -0.590
C: 0.0966 -0.6169 0.3240  -0.184
N: 0.5833 -0.0123 1.5588  -0.402
C: -0.1228 0.9171 2.1361  0.237
C: 0.4935 1.6511 3.2646  -0.024
C: -0.1396 2.7221 3.9203  -0.217
C: 0.4460 3.2931 5.0498  -0.217
C: 1.6566 2.7996 5.5467  -0.198
C: 2.3263 1.7771 4.8581  -0.213
C: 1.7564 1.2242 3.7082  -0.189
C: -1.4931 1.3109 1.6725  -0.025
C: -1.7063 2.6248 1.2228  -0.226
C: -2.9390 2.9781 0.6685  -0.209
C: -3.9548 2.0224 0.5565  -0.210
C: -3.7490 0.7149 1.0153  -0.204
C: -2.5278 0.3620 1.5888  -0.244
C: -0.0167 0.3702 -0.7889  -0.284
C: 1.1986 1.2790 -1.0374  -0.040
C: 2.2847 1.4179 -0.1615  -0.200
C: 3.1166 2.5433 -0.2204  -0.212
C: 2.9489 3.4824 -1.2448  -0.220
C: 1.9212 3.3061 -2.1808  -0.237
C: 1.0302 2.2403 -2.0485  -0.162
C: -0.6881 -0.2286 -2.0213  -0.028
C: -2.0118 -0.6563 -1.8442  -0.211
C: -2.7908 -1.0163 -2.9414  -0.211
C: -2.2352 -0.9814 -4.2255  -0.221
C: -0.8872 -0.6583 -4.3982  -0.230
C: -0.1041 -0.2989 -3.2923  -0.162
H: 1.7115 -5.0537 0.6739  0.211
H: 2.1545 -5.5700 -0.9515  0.208
H: 2.7365 -3.9887 -0.3716  0.247
H: -0.1877 -3.4404 -2.7772  0.219
H: 1.4573 -2.7834 -2.4311  0.231
H: 1.2709 -4.4838 -2.9108  0.217
H: -1.4091 -4.8064 -1.2102  0.215
H: -0.1441 -6.0133 -1.4272  0.215
H: -0.5928 -5.4925 0.2051  0.215
H: -0.9035 -1.0098 0.5543  0.232
H: -1.0938 3.0942 3.5551  0.222
H: -0.0525 4.1197 5.5496  0.215
H: 2.0869 3.2139 6.4613  0.215
H: 3.2858 1.3990 5.2155  0.217
H: 2.2606 0.4319 3.1520  0.244
H: -0.8948 3.3565 1.2897  0.233
H: -3.1036 4.0071 0.3376  0.222
H: -4.9229 2.2956 0.1323  0.220
H: -4.5412 -0.0352 0.9448  0.221
H: -2.3760 -0.6381 2.0028  0.227
H: -0.7826 1.0915 -0.4470  0.257
H: 2.4877 0.6759 0.6062  0.247
H: 3.9036 2.6618 0.5310  0.215
H: 3.6265 4.3355 -1.3277  0.212
H: 1.8002 3.9984 -3.0163  0.211
H: 0.1788 2.1550 -2.7291  0.208
H: -2.4469 -0.6537 -0.8393  0.215
H: -3.8272 -1.3206 -2.7810  0.213
H: -2.8578 -1.2350 -5.0875  0.214
H: -0.4417 -0.6755 -5.3946  0.216
H: 0.9504 -0.0468 -3.4223  0.222


The following is a quantum chemistry calculation of a molecular structure, C32H32BBr2ClO2S in a non-equilibrium geometry, from the OMol25 dataset.

Results
ΔE to the lowest compared entry with this formula, charge and spin	4.9	kcal/mol
HOMO-LUMO gap	7.961	eV
E_tot	-201919.64885	eV
LUMO level	0.0033	Ha

Last column: Mulliken charge in e.
Positions of all 71 atoms, in Å:
Br: -5.4128 -1.5037 -1.6966  -0.201
C: -4.0954 -1.7176 -0.3480  -0.108
C: -4.1093 -2.8299 0.5127  -0.441
C: -3.2445 -2.8800 1.6093  -0.491
C: -2.3348 -1.8353 1.8590  0.054
C: -1.5006 -1.7398 3.1615  0.276
C: -0.1585 -1.1343 2.9562  -1.332
C: 0.7462 -1.7189 2.1395  0.503
C: 1.8900 -1.0661 1.5482  0.382
C: 2.8445 -1.8189 0.8199  -0.174
C: 3.9753 -1.2195 0.2711  -0.720
C: 4.1838 0.1593 0.4438  -0.019
Br: 5.7554 0.9668 -0.2232  -0.197
C: 3.2245 0.9366 1.1141  -0.620
C: 2.0882 0.3316 1.6590  -0.510
C: -2.2656 -0.7809 0.9178  -0.234
C: -3.1345 -0.7120 -0.1677  -0.667
H: -4.8317 -3.6257 0.3337  0.424
H: -3.2653 -3.7344 2.2878  0.402
H: -1.4849 -2.6624 3.7426  0.224
H: 0.0764 -0.2519 3.5485  0.557
H: 0.5988 -2.7718 1.8761  0.288
H: 2.6938 -2.8886 0.6955  0.440
H: 4.6987 -1.8044 -0.2864  0.417
H: 3.3658 2.0095 1.1973  0.417
H: 1.3383 0.9302 2.1752  0.312
H: -1.5218 0.0032 1.0551  0.389
H: -3.0967 0.1337 -0.8533  0.423
C: -2.5343 -4.6403 8.8170  -1.273
C: -1.5034 -4.2080 7.8523  0.635
C: -0.7343 -3.0491 7.9261  -0.793
C: 0.2166 -2.9497 6.8748  -0.499
C: 0.2069 -4.0277 5.9972  0.076
B: -2.6944 -0.7064 3.6402  1.501
C: 1.1509 -4.3154 4.9452  1.220
C: 2.3258 -3.5319 4.8240  -0.265
C: 3.2903 -3.8471 3.8721  -0.789
C: 3.0777 -4.9287 3.0085  0.344
Cl: 4.2253 -5.2872 1.7812  -0.202
C: 1.9336 -5.7321 3.1298  -0.932
C: 0.9795 -5.4211 4.0879  -0.514
O: -3.5704 -1.4571 4.4129  -0.590
C: -4.4506 -0.4728 4.9761  1.480
C: -5.7085 -0.4388 4.1017  -1.845
C: -4.7895 -0.9202 6.3794  -1.788
C: -3.5875 0.8686 4.8642  1.456
C: -4.3834 2.1334 4.6914  -1.875
C: -2.5652 1.0430 6.0044  -1.634
O: -2.8145 0.6386 3.6460  -0.825
S: -1.1357 -5.0839 6.4084  -0.234
H: -2.4816 -4.0260 9.7226  0.356
H: -3.5314 -4.5243 8.3731  0.278
H: -2.4087 -5.6926 9.0998  0.356
H: -0.8669 -2.3241 8.7214  0.385
H: 0.9094 -2.1161 6.7763  0.392
H: 2.4815 -2.6868 5.4922  0.273
H: 4.1931 -3.2455 3.7745  0.410
H: 1.7980 -6.5774 2.4567  0.394
H: 0.0850 -6.0423 4.1811  0.328
H: -6.4295 0.2967 4.4765  0.379
H: -5.4795 -0.2233 3.0487  0.285
H: -6.1935 -1.4211 4.1236  0.448
H: -5.3556 -0.1390 6.9038  0.333
H: -5.4075 -1.8232 6.3478  0.444
H: -3.8789 -1.1437 6.9447  0.327
H: -4.9994 2.3347 5.5746  0.320
H: -3.7052 2.9815 4.5664  0.460
H: -5.0282 2.0716 3.8116  0.409
H: -3.0472 1.2308 6.9736  0.348
H: -1.9061 0.1688 6.1138  0.179
H: -1.9311 1.9114 5.7678  0.445